(1)
Formula: C15H21BCl4O2Si
Source: OMol25
Level of theory: ωB97M-V/def2-TZVPD

The calculation puts the HOMO energy at -8.23 eV. The calculation puts the LUMO energy at -0.0843 Ha. The value obtained for the HOMO-LUMO gap is 5.9 eV. The net charge is 0.

CARTESIAN COORDINATES (ANGSTROEM)
Cl  1.601  1.712  4.051
B  0.855  2.378  2.508
Cl  -1.018  2.618  2.699
Cl  1.694  3.976  1.959
O  1.072  1.369  1.419
C  0.713  1.530  0.189
C  1.464  0.896  -0.866
C  1.364  1.296  -2.222
C  2.221  0.768  -3.190
C  3.277  -0.086  -2.803
Cl  4.570  -0.432  -3.897
C  3.358  -0.542  -1.472
C  2.454  -0.075  -0.522
H  0.037  2.359  -0.041
H  0.591  2.023  -2.497
H  2.145  1.039  -4.245
H  4.158  -1.225  -1.194
H  2.509  -0.431  0.503
C  -3.768  1.173  -3.006
Si  -3.923  1.663  -1.209
C  -2.328  2.403  -0.633
C  -5.507  2.579  -0.904
O  -4.131  0.207  -0.382
C  -3.272  -0.583  0.242
C  -1.895  -0.654  0.171
C  -1.444  -1.870  0.919
C  -2.716  -2.388  1.656
C  -3.917  -1.661  1.058
H  -3.436  2.040  -3.592
H  -3.038  0.362  -3.129
H  -4.744  0.840  -3.382
H  -2.201  3.431  -1.004
H  -2.200  2.400  0.464
H  -1.537  1.784  -1.082
H  -5.400  3.627  -1.216
H  -6.313  2.124  -1.502
H  -5.798  2.559  0.152
H  -1.259  -0.086  -0.498
H  -1.084  -2.666  0.225
H  -0.630  -1.638  1.636
H  -2.828  -3.469  1.490
H  -2.666  -2.219  2.752
H  -4.580  -1.242  1.831
H  -4.532  -2.340  0.433

***

(2)
Formula: C15H21Cl3CoF4N6Si
Source: OMol25
Level of theory: ωB97M-V/def2-TZVPD

The calculation puts the HOMO energy (alpha / beta) at -7.60 / -7.79 eV. The calculation puts the LUMO energy (alpha / beta) at 0.0194 / 0.0059 Ha. The value obtained for the HOMO-LUMO gap (alpha / beta) is 8.1 / 8.0 eV. The net charge is 0. The multiplicity is 4.

CARTESIAN COORDINATES (ANGSTROEM)
Co  0.275  0.577  -0.544
C  2.285  -0.115  -2.700
N  1.809  -0.609  -1.401
C  2.947  -0.784  -0.489
C  1.055  -1.868  -1.578
C  0.335  -2.270  -0.301
N  -0.369  -1.101  0.206
C  -1.131  -1.185  1.324
C  -1.849  -0.038  1.727
F  -1.761  1.064  0.931
C  -2.607  0.028  2.867
F  -3.219  1.186  3.171
C  -2.746  -1.065  3.700
C  -2.078  -2.212  3.324
F  -2.171  -3.305  4.095
C  -1.298  -2.285  2.186
F  -0.678  -3.457  1.930
H  2.972  -0.833  -3.163
H  2.801  0.834  -2.564
H  1.438  0.049  -3.367
H  3.652  -1.523  -0.886
H  2.598  -1.111  0.488
H  3.454  0.170  -0.363
H  1.722  -2.670  -1.915
H  0.316  -1.685  -2.362
H  1.055  -2.666  0.421
H  -0.347  -3.090  -0.546
H  -3.342  -1.026  4.599
C  0.408  4.088  4.805
C  0.104  5.087  3.691
C  -1.341  4.957  3.201
C  1.150  5.018  2.577
N  1.300  3.698  1.967
C  0.398  2.874  1.448
N  1.040  1.831  0.966
N  2.352  2.038  1.203
N  2.514  3.150  1.810
H  -0.290  4.217  5.632
H  1.421  4.218  5.190
H  0.307  3.060  4.449
H  0.226  6.097  4.093
H  -1.635  3.914  3.070
H  -1.500  5.485  2.258
H  -2.021  5.380  3.940
H  2.133  5.254  2.978
H  0.921  5.733  1.785
H  -0.660  3.047  1.387
Cl  1.410  3.640  -2.291
Si  -0.309  2.449  -2.000
Cl  -1.638  3.865  -1.176
Cl  -1.027  2.182  -3.944

***

(3)
Formula: C15H21CrO18
Source: OMol25
Level of theory: ωB97M-V/def2-TZVPD

The calculation puts the HOMO energy (alpha / beta) at -3.61 / -4.84 eV. The calculation puts the LUMO energy (alpha / beta) at 0.0633 / 0.0633 Ha. The value obtained for the HOMO-LUMO gap (alpha / beta) is 5.3 / 6.6 eV. The net charge is -1. The multiplicity is 5.

CARTESIAN COORDINATES (ANGSTROEM)
Cr  -1.675  -0.946  -0.507
O  -3.372  -0.594  3.430
C  -3.258  -1.382  2.287
O  -3.806  -2.447  2.251
O  -2.553  -0.780  1.385
H  -2.952  0.225  3.151
O  0.521  -4.510  -0.931
C  -0.724  -4.071  -0.464
O  -1.486  -4.887  -0.038
O  -0.829  -2.792  -0.575
H  0.913  -3.721  -1.318
O  -5.161  -1.346  -3.157
C  -4.332  -1.908  -2.176
O  -3.429  -1.071  -1.796
O  -4.545  -3.032  -1.815
H  -4.701  -0.522  -3.331
C  -1.845  3.636  3.269
C  -2.472  3.544  1.896
C  -1.761  4.387  0.820
O  -1.570  3.461  -0.259
C  -1.916  2.221  0.132
O  -1.859  1.262  -0.569
O  -2.362  2.215  1.400
H  -1.786  4.664  3.629
H  -0.831  3.238  3.212
H  -2.445  3.074  3.983
H  -3.532  3.800  1.937
H  -0.771  4.721  1.124
H  -2.418  5.187  0.492
C  3.423  -2.095  3.420
C  2.680  -0.819  3.111
C  3.380  0.165  2.151
O  2.445  0.374  1.110
C  1.318  -0.350  1.338
O  0.351  -0.334  0.658
O  1.457  -1.115  2.437
H  3.498  -2.741  2.541
H  2.836  -2.680  4.131
H  4.414  -1.930  3.840
H  2.406  -0.336  4.054
H  4.308  -0.272  1.780
H  3.599  1.108  2.651
C  3.473  -1.023  -4.634
C  2.876  -0.110  -3.607
C  2.100  1.082  -4.191
O  0.928  1.166  -3.419
C  0.739  -0.021  -2.767
O  -0.244  -0.271  -2.162
O  1.797  -0.822  -2.925
H  4.428  -0.590  -4.971
H  2.885  -1.081  -5.548
H  3.717  -2.018  -4.274
H  3.554  0.174  -2.804
H  1.898  0.919  -5.253
H  2.693  1.997  -4.133

***

(4)
Formula: C15H21HfN3O3
Source: OMol25
Level of theory: ωB97M-V/def2-TZVPD

The calculation puts the HOMO energy at -8.29 eV. The calculation puts the LUMO energy at 0.0218 Ha. The value obtained for the HOMO-LUMO gap is 8.9 eV. The net charge is 0.

CARTESIAN COORDINATES (ANGSTROEM)
C  -2.036  0.913  -0.350
C  -2.022  0.440  0.997
C  -1.911  -0.983  0.973
C  -1.854  -1.390  -0.398
C  -1.898  -0.216  -1.218
Hf  0.201  -0.186  -0.014
N  0.871  1.220  -1.263
C  1.262  2.060  -0.095
C  0.726  1.495  1.228
H  -2.025  -1.649  1.831
H  -2.196  1.043  1.889
H  -1.948  -2.416  -0.752
H  -1.983  -0.205  -2.307
H  -2.244  1.939  -0.663
H  -0.032  2.156  1.661
H  2.368  2.109  -0.064
H  1.269  1.550  -2.145
H  1.563  1.347  1.918
H  0.929  3.110  -0.208
C  3.191  -3.023  -3.327
C  2.776  -4.202  -2.469
C  2.642  -3.843  -0.964
C  2.266  -5.066  -0.089
C  0.975  -5.777  -0.446
C  4.009  -3.365  -0.453
O  5.036  -4.024  -0.572
N  4.078  -2.130  0.169
C  3.022  -1.287  0.491
O  3.190  -0.206  1.051
N  1.785  -1.723  0.084
C  1.582  -2.755  -0.783
O  0.486  -2.752  -1.398
H  2.428  -2.238  -3.308
H  3.312  -3.358  -4.363
H  4.148  -2.612  -2.986
H  1.820  -4.614  -2.812
H  3.522  -5.008  -2.549
H  3.103  -5.778  -0.120
H  2.209  -4.700  0.947
H  0.991  -6.172  -1.467
H  0.846  -6.619  0.242
H  0.115  -5.110  -0.330
H  4.992  -1.818  0.479

***

E across the listed records, respectively: -2889.93453, -4365.15071, -2983.21883, -1022.27758 hartree.
Max |F| across the listed records, respectively: 2.90, 0.18, 1.73, 2.17 eV Å⁻¹.